(1)
{"formula": "C5H10O", "method": "wB97M-V/def2-TZVPD", "species": ["C", "C", "C", "H", "H", "H", "H", "H", "H", "O", "C", "C", "H", "H", "H", "H"], "xyz": [[1.7291, -1.1936, -0.5473], [1.4936, 0.2048, -0.1109], [2.1542, 1.2486, -0.6345], [2.6977, -1.5342, -0.1798], [0.9776, -1.8654, -0.1152], [1.6723, -1.4154, -1.6124], [0.9785, 0.4580, 0.8042], [2.1257, 2.1844, -0.0914], [2.6823, 1.2217, -1.5775], [-2.8563, 0.7868, -0.9940], [-2.9744, 0.0667, -0.0348], [-1.9639, 0.1345, 1.0862], [-3.7954, -0.6498, 0.0597], [-1.0401, -0.2470, 0.6378], [-2.1744, -0.5428, 1.9135], [-1.7066, 1.1428, 1.3965]], "relative_energy_kcal_mol": 39.8, "fmax_ev_per_a": 2.3}


(2)
{"formula": "C6H15O4PS", "method": "wB97M-V/def2-TZVPD", "species": ["C", "C", "C", "C", "C", "C", "O", "O", "O", "O", "P", "S", "H", "H", "H", "H", "H", "H", "H", "H", "H", "H", "H", "H", "H", "H", "H"], "xyz": [[-1.3510, -0.4696, 0.6477], [-0.7245, 3.0748, -0.2630], [2.9119, -2.3147, -0.8268], [-4.1078, -0.5465, 0.7513], [0.3435, 2.0316, 0.0583], [1.9807, -2.1748, 0.4279], [-0.1116, -1.4335, -1.6337], [-2.7843, 1.0340, -0.9132], [0.3059, 0.9915, -0.8299], [1.3482, -0.8421, 0.3912], [0.0754, -0.5180, -0.4884], [-2.7034, -0.2810, -0.3507], [-1.6712, -1.4702, 1.2683], [-0.4805, 3.6666, -1.0651], [-1.6900, 2.5350, -0.4493], [-0.8640, 3.7586, 0.5976], [2.2106, -2.1839, -1.6984], [3.6904, -1.5194, -0.7285], [3.4241, -3.2257, -0.9659], [-4.5295, 0.4540, 0.6113], [-4.6532, -1.4456, 0.3826], [-3.8012, -0.8681, 1.8229], [0.0376, 1.7100, 1.0118], [1.3839, 2.5072, 0.1498], [2.4023, -2.2885, 1.4604], [1.0801, -2.8511, 0.3259], [-3.3153, -1.0813, -1.4529]], "relative_energy_kcal_mol": 94.6, "fmax_ev_per_a": 3.4}


(3)
{"formula": "C34H30LiN8OP2S2Se2", "method": "wB97M-V/def2-TZVPD", "species": ["Li", "C", "C", "N", "N", "C", "N", "S", "C", "C", "C", "C", "C", "N", "H", "H", "H", "H", "H", "H", "H", "H", "H", "H", "Se", "P", "C", "C", "C", "C", "C", "C", "C", "C", "C", "C", "C", "C", "C", "C", "N", "N", "N", "P", "Se", "C", "C", "C", "C", "C", "C", "C", "C", "C", "C", "C", "C", "H", "H", "H", "H", "H", "H", "H", "H", "H", "H", "H", "H", "H", "H", "H", "H", "H", "H", "H", "H", "O", "S", "N"], "xyz": [[-1.2425, 0.6993, 2.9771], [-3.5030, -1.1381, 6.3889], [-2.9992, -0.7237, 5.0319], [-2.1684, 0.2238, 4.8137], [-1.6033, 0.9960, 5.6937], [-0.7447, 2.0774, 5.1908], [-0.5725, 2.9707, 6.3201], [0.7691, 1.3911, 4.4506], [-3.4797, -1.3963, 3.8138], [-4.2781, -2.5421, 3.8533], [-4.7349, -3.0873, 2.6650], [-4.3631, -2.5081, 1.4631], [-3.5229, -1.4032, 1.5169], [-3.1073, -0.8540, 2.6444], [-3.3029, -0.3692, 7.1350], [-3.0149, -2.0575, 6.7218], [-4.5802, -1.3046, 6.3670], [-1.8274, 1.0010, 6.6779], [-0.3954, 3.9039, 5.9725], [0.2531, 2.6776, 6.8241], [-4.5171, -3.0170, 4.7953], [-5.3749, -3.9612, 2.6753], [-4.7050, -2.9022, 0.5166], [-3.1631, -0.9401, 0.6027], [-0.8235, -3.2041, -2.4058], [0.7392, -1.9163, -1.8217], [1.5266, -1.2985, -3.3472], [1.3356, -0.0310, -3.8650], [1.8516, 0.3122, -5.1066], [2.5649, -0.6187, -5.8412], [2.7592, -1.8965, -5.3294], [2.2392, -2.2380, -4.0945], [2.1422, -2.7480, -1.0148], [1.9557, -3.9772, -0.3997], [3.0313, -4.6169, 0.1980], [4.2884, -4.0299, 0.1800], [4.4691, -2.7915, -0.4210], [3.3979, -2.1469, -1.0178], [0.2241, -0.7297, -0.5674], [-0.2447, 0.5569, -0.2226], [-0.6222, 0.4867, 1.0727], [-0.4274, -0.7484, 1.4862], [0.0674, -1.4943, 0.5362], [-0.2099, 2.1588, -1.0205], [-0.9551, 3.8092, 0.0414], [-1.1714, 1.9861, -2.5561], [-2.0042, 0.8859, -2.7355], [-2.8140, 0.8082, -3.8582], [-2.7959, 1.8223, -4.8036], [-1.9793, 2.9303, -4.6159], [-1.1798, 3.0212, -3.4889], [1.5787, 2.3848, -1.3230], [2.3798, 2.1434, -0.2057], [3.7464, 2.3550, -0.2739], [4.3211, 2.8104, -1.4538], [3.5236, 3.0659, -2.5585], [2.1527, 2.8630, -2.4931], [0.7731, 0.6827, -3.2999], [1.6835, 1.3086, -5.4985], [2.9617, -0.3564, -6.8141], [3.3072, -2.6341, -5.9025], [2.3739, -3.2383, -3.7014], [0.9671, -4.4189, -0.3980], [2.8884, -5.5752, 0.6815], [5.1294, -4.5375, 0.6360], [5.4492, -2.3305, -0.4245], [3.5335, -1.1767, -1.4826], [-2.0046, 0.0777, -2.0146], [-3.4516, -0.0558, -3.9944], [-3.4207, 1.7541, -5.6853], [-1.9713, 3.7306, -5.3456], [-0.5788, 3.9051, -3.3119], [1.9290, 1.7992, 0.7192], [4.3583, 2.1646, 0.5983], [5.3905, 2.9714, -1.5113], [3.9671, 3.4246, -3.4793], [1.5363, 3.0686, -3.3590], [-0.8181, 5.1093, 4.2637], [-1.4830, 4.0477, 3.4986], [-1.4095, 2.6288, 4.0409]], "charge": -1, "relative_energy_kcal_mol": 12.4, "fmax_ev_per_a": 1.4}


(4)
{"formula": "C11H11F2N", "method": "wB97M-V/def2-TZVPD", "species": ["C", "C", "C", "C", "C", "C", "C", "C", "C", "C", "C", "N", "F", "F", "H", "H", "H", "H", "H", "H", "H", "H", "H", "H", "H"], "xyz": [[2.3447, 0.5089, -2.5945], [1.3002, 1.4351, -2.9106], [2.1165, -0.3750, -1.5921], [0.0618, 1.3113, -2.3375], [0.8848, -0.5203, -0.8400], [-0.2113, 0.2269, -1.3868], [0.9066, -1.1623, 0.3213], [-1.4796, 0.2455, -1.0120], [-0.7234, -0.7577, 2.1255], [-1.9443, -1.2943, 2.7319], [-0.3484, 0.6856, 2.2882], [-0.0797, -1.4243, 1.2536], [2.0874, -1.7486, 0.7019], [-1.9945, -0.7759, -0.2295], [3.2924, 0.5789, -3.1116], [1.4715, 2.2341, -3.6225], [2.9310, -1.0475, -1.2542], [-0.8177, 1.7837, -2.6736], [-2.2338, 0.8631, -1.5173], [-1.7139, -1.2167, 3.8539], [-2.0905, -2.2586, 2.3143], [-2.8098, -0.5365, 2.5383], [-1.2939, 1.3931, 2.1379], [0.3028, 0.9544, 1.5433], [0.0413, 0.8970, 3.2722]], "relative_energy_kcal_mol": 0.0, "fmax_ev_per_a": 4.2}


(5)
{"formula": "C3H3FS2", "method": "wB97M-V/def2-TZVPD", "species": ["C", "C", "C", "F", "S", "S", "H", "H", "H"], "xyz": [[2.3810, -0.1767, 0.0246], [3.5295, -0.4252, 0.0872], [0.9545, 0.0684, -0.1822], [4.8241, -0.5367, 0.1497], [-1.1216, -1.8828, 0.5903], [0.0674, -1.3606, -1.0105], [-1.7560, -0.6940, 0.4474], [0.6105, -0.0328, 0.8373], [0.9387, 0.8942, -0.8849]], "s_squared": 2.01, "spin_multiplicity": 3, "relative_energy_kcal_mol": 43.8, "fmax_ev_per_a": 5.6}


(6)
{"formula": "C22H62Ag2N7O7", "method": "wB97M-V/def2-TZVPD", "species": ["Ag", "Ag", "C", "O", "H", "H", "H", "C", "C", "C", "O", "C", "N", "H", "H", "H", "H", "H", "H", "H", "H", "H", "H", "H", "C", "C", "C", "O", "C", "N", "H", "H", "H", "H", "H", "H", "H", "H", "H", "H", "H", "C", "C", "C", "O", "C", "N", "H", "H", "H", "H", "H", "H", "H", "H", "H", "H", "H", "C", "C", "C", "O", "C", "N", "H", "H", "H", "H", "H", "H", "H", "H", "H", "H", "H", "C", "C", "C", "O", "C", "N", "H", "H", "H", "H", "H", "H", "H", "H", "H", "H", "H", "C", "O", "N", "N", "H", "H", "H", "H"], "xyz": [[1.2988, -7.7818, -1.1750], [4.1743, -5.4281, 2.0670], [1.1179, -2.5386, -0.1107], [1.2071, -3.8872, 0.1067], [2.1367, -2.1565, -0.1765], [0.6565, -2.2921, -1.0670], [0.5180, -2.0073, 0.6282], [-2.8137, 2.4190, -0.1481], [-4.0671, 3.4146, -0.2247], [-4.5332, 3.9534, 1.2020], [-5.8967, 4.3702, 1.1278], [-6.3726, 4.8176, 2.3835], [-3.5718, 4.5062, -1.0795], [-1.9755, 2.8976, 0.3583], [-2.5939, 2.0680, -1.1563], [-2.8106, 1.5861, 0.5550], [-4.8354, 2.8766, -0.7799], [-3.8066, 4.7557, 1.3309], [-4.3580, 3.1932, 1.9632], [-6.7703, 5.8186, 2.2163], [-5.5570, 5.0159, 3.0789], [-7.1888, 4.2174, 2.7854], [-4.4870, 4.8324, -1.3553], [-3.3318, 4.0197, -1.9314], [1.3990, 2.8789, 6.4775], [0.4192, 2.6372, 5.3676], [0.4222, 4.0182, 4.5770], [-0.2105, 5.0313, 5.3845], [-0.3399, 6.2326, 4.6948], [0.9776, 1.5294, 4.5874], [1.5020, 2.0539, 7.1823], [1.0761, 3.7097, 7.1050], [2.3726, 2.9746, 5.9969], [-0.5421, 2.3117, 5.7652], [-0.0889, 4.0200, 3.6142], [1.4244, 4.4469, 4.5712], [-1.0610, 6.1776, 3.8793], [0.5932, 6.6121, 4.2784], [-0.6672, 7.0582, 5.3267], [0.3609, 1.4067, 3.7970], [1.8912, 1.7618, 4.2249], [-4.7614, -6.4995, -3.8350], [-3.7426, -5.3226, -3.8595], [-4.3150, -4.0155, -3.2536], [-5.5890, -3.5615, -3.8189], [-5.8883, -2.2010, -3.6348], [-2.5479, -5.7308, -3.1678], [-5.7635, -6.0855, -3.9463], [-4.5578, -7.1696, -2.9997], [-4.5024, -7.0945, -4.7108], [-3.5520, -5.1253, -4.9144], [-3.4979, -3.2969, -3.3172], [-4.5223, -4.1994, -2.1994], [-6.0911, -1.9833, -2.5862], [-6.8128, -2.0041, -4.1775], [-5.0692, -1.5623, -3.9653], [-1.9939, -4.9440, -2.8609], [-2.7913, -6.1056, -2.2621], [3.1615, 0.8070, -5.4259], [2.9908, 0.8375, -6.9463], [4.1759, 0.7810, -7.8393], [5.1644, 1.7844, -7.6559], [4.6946, 3.0974, -7.6512], [2.1109, -0.4325, -7.1234], [2.1766, 0.7293, -4.9655], [3.6339, 1.7249, -5.0761], [3.8330, -0.0410, -5.2914], [2.3657, 1.6714, -7.2658], [4.0620, 0.8523, -8.9209], [4.8138, -0.0911, -7.6958], [5.5321, 3.7848, -7.7702], [4.4276, 3.1721, -6.5970], [3.8210, 3.3023, -8.2699], [1.1487, -0.1856, -6.9407], [2.0750, -0.5712, -8.1232], [7.1008, -2.8407, 4.3935], [5.9842, -1.7400, 4.0536], [6.1068, -1.0113, 2.6989], [5.2192, 0.0318, 2.8425], [5.2720, 0.8918, 1.7726], [4.7608, -2.5052, 4.1836], [8.1119, -2.4422, 4.3095], [7.1298, -3.6304, 3.6428], [6.9979, -3.2818, 5.3849], [6.0772, -1.0085, 4.8563], [5.8094, -1.7104, 1.9173], [7.1277, -0.6554, 2.5602], [6.1875, 1.4827, 1.8021], [4.4307, 1.5775, 1.6720], [5.2670, 0.3360, 0.8350], [4.1628, -1.8748, 3.6688], [4.4260, -2.3801, 5.1282], [-4.3050, -3.4121, 3.1296], [-5.3917, -3.9175, 3.2928], [-3.7981, -2.3685, 3.6616], [-3.3105, -4.2574, 2.7969], [-4.4519, -1.7956, 4.1759], [-2.8142, -2.1414, 3.6806], [-3.6058, -5.1975, 2.5751], [-2.3526, -4.0015, 2.6046]], "charge": 1, "relative_energy_kcal_mol": 148.6, "fmax_ev_per_a": 6.2}


(7)
{"formula": "C19H26N4S", "method": "wB97M-V/def2-TZVPD", "species": ["C", "H", "H", "H", "C", "C", "C", "C", "C", "C", "C", "N", "C", "N", "H", "C", "H", "H", "C", "N", "C", "H", "H", "H", "C", "H", "H", "H", "C", "C", "N", "C", "C", "C", "H", "H", "H", "H", "H", "S", "H", "C", "H", "H", "H", "H", "H", "H", "H", "H"], "xyz": [[-3.2375, -2.4016, 1.3182], [-2.1629, -2.2380, 1.3084], [-3.5331, -2.8209, 0.3587], [-3.4622, -3.1249, 2.0981], [-3.9889, -1.0946, 1.5822], [-3.7886, -0.1117, 0.4623], [-4.7474, 0.0020, -0.5338], [-4.5710, 0.8726, -1.5943], [-3.4359, 1.6561, -1.6577], [-2.4571, 1.5772, -0.6734], [-2.6323, 0.6730, 0.3759], [-1.6421, 0.5620, 1.3898], [-0.5061, -0.1781, 1.3013], [-0.1027, -0.5509, 0.0718], [-0.6425, -0.2252, -0.7166], [1.0431, -1.3818, -0.1908], [0.7331, -2.1836, -0.8665], [1.3644, -1.8092, 0.7619], [2.2152, -0.5851, -0.8030], [3.4286, -1.3924, -0.8813], [3.2456, -2.6504, -1.5760], [2.6099, -3.3115, -0.9917], [4.2175, -3.1291, -1.6821], [2.8109, -2.5247, -2.5807], [4.5061, -0.6339, -1.4882], [4.6614, 0.2900, -0.9347], [5.4207, -1.2224, -1.4418], [4.3024, -0.3806, -2.5410], [2.4648, 0.6139, 0.0779], [2.1320, 1.8986, -0.3261], [2.2657, 2.9704, 0.4367], [2.7605, 2.8087, 1.6514], [3.1604, 1.5780, 2.1513], [3.0036, 0.4604, 1.3517], [3.2947, -0.5195, 1.6962], [3.5673, 1.4937, 3.1466], [2.8426, 3.7104, 2.2442], [1.7386, 2.0827, -1.3192], [1.9058, -0.2343, -1.8114], [0.2915, -0.5893, 2.6913], [-1.9551, 0.6956, 2.3423], [-1.2623, 2.4788, -0.7525], [-0.6035, 2.3559, 0.1018], [-1.5882, 3.5171, -0.7871], [-0.6970, 2.2866, -1.6636], [-3.3017, 2.3519, -2.4730], [-5.3237, 0.9459, -2.3647], [-5.6408, -0.6023, -0.4761], [-3.6490, -0.6750, 2.5315], [-5.0549, -1.3105, 1.6761]], "relative_energy_kcal_mol": 0.0, "fmax_ev_per_a": 0.8}


(8)
{"formula": "C5H13NO2", "method": "wB97M-V/def2-TZVPD", "species": ["C", "C", "C", "O", "H", "H", "H", "H", "H", "H", "H", "H", "C", "C", "N", "O", "H", "H", "H", "H", "H"], "xyz": [[1.0756, -0.2709, 0.1949], [1.7996, -1.1802, -0.7835], [1.0198, -0.8294, 1.6025], [1.6638, 1.0156, 0.2598], [1.8502, 1.3161, -0.6368], [-0.0544, -0.0086, -0.1555], [2.8510, -1.2674, -0.5036], [1.3634, -2.1757, -0.7692], [2.0284, -0.9613, 1.9921], [0.5136, -1.7918, 1.6135], [0.4728, -0.1372, 2.2413], [1.7489, -0.7929, -1.8017], [-1.9807, 0.6371, 0.0561], [-1.6214, 1.7126, -0.9513], [-1.5726, -0.8899, -0.3733], [-1.7568, -1.7377, 0.4540], [-3.0697, 0.5137, 0.0588], [-1.7559, 0.8992, 1.0966], [-0.5764, 1.9994, -0.8373], [-2.2282, 2.6039, -0.7916], [-1.7707, 1.3454, -1.9658]], "relative_energy_kcal_mol": 99.7, "fmax_ev_per_a": 3.4}